# 1
One molecule with the formula C14H13ClFNO3 at a distorted geometry, computed with ωB97M-V/def2-TZVPD.

The calculation puts the energy relative to the best compared isomer or geometry (same formula, charge and spin) at 930.6 kJ/mol. Its gap between HOMO and LUMO is 9.202 eV. Its SMILES is O=C(O)C1=C(C(=O)Nc2ccc(F)c(Cl)c2)CCCC1. Its energy is -1381.44507 a.u. The calculation puts the highest occupied orbital energy at -8.940 eV.

```
! wB97M-V def2-TZVPD RIJCOSX def2/J DEFGRID3
* xyz 0 1
O 2.30 0.23 1.98
C 1.35 0.04 2.51
O 1.28 -0.45 3.83
H 2.25 -0.43 4.21
C 0.23 0.39 2.01
C -0.11 1.18 0.96
C -1.55 1.45 0.36
C -2.12 -0.16 0.32
C -1.86 -1.08 1.53
C -1.19 -0.31 2.56
H -2.00 0.31 3.15
H -0.93 -1.11 3.55
H -1.11 -1.78 1.05
H -2.94 -1.54 1.83
H -3.17 0.08 0.25
H -2.04 -0.49 -0.63
H -1.37 1.83 -0.73
H -2.07 2.01 1.00
C 1.02 1.74 0.37
O 1.27 2.91 1.02
N 1.57 1.58 -0.77
C 1.03 0.57 -1.55
C 1.21 0.64 -3.01
C 0.84 -0.27 -3.87
C 0.74 -1.80 -3.29
C 0.53 -1.82 -2.10
C 0.93 -0.58 -1.24
H 0.78 -1.05 -0.07
Cl -0.03 -3.18 -1.36
F 0.26 -2.50 -4.31
H 1.07 -0.32 -4.94
H 1.74 1.64 -3.40
H 2.10 2.26 -1.21
*
```

# 2
A 2-piece molecular cluster, C4H13N overall at a distorted geometry, computed with ωB97M-V/def2-TZVPD.

The calculation puts the energy relative to the best compared isomer or geometry (same formula, charge and spin) at 18.5 kJ/mol. Its gap between HOMO and LUMO is 10.757 eV. Its SMILES is CCN.CC. Its energy is -214.92619 a.u. The calculation puts the highest occupied orbital energy at -9.713 eV.

```
! wB97M-V def2-TZVPD RIJCOSX def2/J DEFGRID3
* xyz 0 1
C 2.39 0.85 -0.35
C 2.83 -0.57 0.06
H 1.66 1.26 0.34
H 3.21 1.60 -0.35
H 1.97 0.89 -1.36
H 3.26 -0.63 1.06
H 3.49 -1.03 -0.67
H 1.90 -1.14 0.12
C -1.76 -1.09 0.60
C -2.48 -0.14 -0.38
N -2.15 1.21 0.26
H -0.69 -0.95 0.54
H -1.99 -2.15 0.43
H -2.16 -0.88 1.58
H -3.54 -0.27 -0.23
H -2.12 -0.28 -1.41
H -2.66 1.95 -0.21
H -1.19 1.38 -0.04
*
```

# 3
C4H11ClN3 as an isolated structure at a distorted geometry, computed with ωB97M-V/def2-TZVPD.

The calculation puts the energy relative to the best compared isomer or geometry (same formula, charge and spin) at 60.6 kJ/mol. Its gap between HOMO and LUMO is 9.900 eV. Its energy is -783.18526 a.u. The calculation puts the highest occupied orbital energy at -13.999 eV.

```
! wB97M-V def2-TZVPD RIJCOSX def2/J DEFGRID3
* xyz 1 1
C -0.18 0.70 -0.70
C 2.74 -1.39 -1.11
C -1.55 2.00 0.83
C 1.72 -0.81 -0.18
N 1.41 -1.44 0.92
N 0.65 -0.30 -0.99
N -0.37 1.17 0.46
Cl 2.37 1.24 0.54
H -0.80 1.17 -1.43
H 2.78 -0.73 -2.07
H 3.74 -1.55 -0.56
H 2.38 -2.29 -1.62
H -2.23 2.16 -0.05
H -1.24 2.91 1.40
H -2.15 1.39 1.63
H 0.69 -1.13 1.60
H 2.19 -1.87 1.37
H 0.65 -0.66 -1.91
H 0.57 1.14 1.17
*
```

# 4
C26H27BrGeILiN2O2Te as an isolated structure, computed with ωB97M-V/def2-TZVPD.

The calculation puts the energy relative to the best compared isomer or geometry (same formula, charge and spin) at 214.8 kJ/mol. Its gap between HOMO and LUMO is 7.532 eV. Its energy is -6491.12010 a.u. The calculation puts the highest occupied orbital energy at -7.334 eV.

```
! wB97M-V def2-TZVPD RIJCOSX def2/J DEFGRID3
* xyz 0 1
Li -1.90 -0.14 -1.92
O -1.23 -3.50 -0.11
C -1.07 -2.51 -0.81
O -1.51 -1.33 -0.60
C -0.18 -2.64 -2.05
C 0.05 -3.88 -2.62
C 0.83 -3.95 -3.76
C 1.36 -2.78 -4.29
C 1.10 -1.59 -3.64
N 0.35 -1.51 -2.54
H -0.38 -4.76 -2.16
H 1.02 -4.90 -4.25
H 1.97 -2.79 -5.19
H 1.48 -0.65 -4.03
C 0.63 2.64 0.61
Te 0.45 0.98 -0.70
C 2.34 1.35 -1.58
H 1.62 2.63 1.07
H -0.17 2.58 1.35
H 0.50 3.53 -0.01
H 2.53 2.41 -1.46
H 2.26 1.11 -2.64
H 3.11 0.76 -1.09
Ge 1.19 -0.70 1.16
C 3.01 -0.29 1.68
C 4.03 -0.89 0.94
C 5.36 -0.64 1.25
C 5.69 0.21 2.29
C 4.68 0.81 3.04
C 3.35 0.56 2.73
C -0.17 -0.55 2.51
C -1.14 -1.56 2.55
C -2.17 -1.50 3.47
C -2.25 -0.44 4.36
C -1.31 0.58 4.33
C -0.27 0.52 3.40
H 1.17 -2.10 0.54
H 3.79 -1.56 0.13
H 6.15 -1.12 0.67
H 6.72 0.40 2.54
H 4.93 1.46 3.86
H 2.58 1.03 3.33
H -1.11 -2.37 1.83
H -2.92 -2.28 3.49
H -3.06 -0.39 5.08
H -1.37 1.41 5.01
H 0.45 1.33 3.38
Br -6.76 2.12 -1.79
C -5.07 2.01 -0.96
C -4.17 3.05 -1.09
C -2.93 2.90 -0.48
N -2.57 1.83 0.22
C -3.46 0.84 0.33
C -4.72 0.88 -0.24
H -4.40 3.94 -1.66
H -2.19 3.69 -0.59
H -3.13 -0.04 0.86
H -5.40 0.04 -0.15
I -0.71 2.70 -3.56
C -2.12 0.98 -3.61
H -1.79 0.53 -4.55
H -3.04 1.52 -3.85
*
```

# 5
C13H20CsF4N4S3 as an isolated structure at a distorted geometry, computed with ωB97M-V/def2-TZVPD.

Its gap between HOMO and LUMO (spin up / spin down) is 6.229 / 5.049 eV. Its energy is -2340.47715 a.u. The calculation puts the highest occupied orbital energy (spin up / spin down) at -4.099 / -4.097 eV.

```
! wB97M-V def2-TZVPD RIJCOSX def2/J DEFGRID3
* xyz -1 1
Cs -0.29 1.43 2.06
C 1.38 -2.33 2.33
N -0.04 -2.21 2.04
C -0.74 -3.34 2.63
C -0.23 -2.16 0.59
C -1.59 -1.65 0.14
N -1.68 -0.21 0.23
C -2.67 0.41 -0.36
C -2.69 1.84 -0.34
F -1.68 2.48 0.33
C -3.64 2.62 -0.94
F -3.54 3.96 -0.85
C -4.70 2.07 -1.64
C -4.74 0.68 -1.68
F -5.77 0.09 -2.33
C -3.80 -0.12 -1.08
F -3.99 -1.46 -1.17
H 1.82 -3.25 1.89
H 1.53 -2.37 3.41
H 1.91 -1.47 1.94
H -1.81 -3.25 2.45
H -0.57 -3.35 3.70
H -0.40 -4.30 2.21
H -0.06 -3.15 0.14
H 0.52 -1.47 0.19
H -2.39 -2.13 0.73
H -1.72 -1.99 -0.90
H -5.46 2.67 -2.11
S 3.32 4.33 4.88
C 2.25 3.34 4.05
S 0.97 2.64 4.89
S 2.50 3.06 2.41
N 2.75 1.60 -4.39
C 3.44 0.16 -2.42
C 2.50 0.52 -1.33
N 2.92 -0.11 -0.05
H 3.13 1.65 -5.33
H 2.85 2.51 -3.95
H 1.77 1.37 -4.45
H 4.45 0.54 -2.38
H 3.27 -0.75 -2.98
H 1.49 0.16 -1.55
H 2.47 1.59 -1.15
H 3.70 0.40 0.35
H 3.23 -1.06 -0.23
*
```

# 6
One molecule with the formula C4H4 at a distorted geometry, computed with ωB97M-V/def2-TZVPD.

The calculation puts the energy relative to the best compared isomer or geometry (same formula, charge and spin) at 367.4 kJ/mol. Its gap between HOMO and LUMO (spin up / spin down) is 7.905 / 7.903 eV. Its SMILES is C=C=C=C. Its energy is -154.58055 a.u. The calculation puts the highest occupied orbital energy (spin up / spin down) at -8.558 / -8.556 eV.

```
! wB97M-V def2-TZVPD RIJCOSX def2/J DEFGRID3
* xyz 0 1
C -2.30 -0.01 0.00
C -0.58 -0.05 0.00
C 0.84 -0.07 0.00
C 2.14 0.01 0.00
H -2.72 0.97 0.04
H -2.79 -0.95 -0.03
H 2.64 0.97 -0.04
H 2.77 -0.87 0.04
*
```

# 7
CH2FeO4 as an isolated structure at a distorted geometry, computed with ωB97M-V/def2-TZVPD.

Its expectation value of S² is 8.767. The calculation puts the energy relative to the best compared isomer or geometry (same formula, charge and spin) at 0.0 kJ/mol. Its gap between HOMO and LUMO (spin up / spin down) is 9.670 / 6.290 eV. Its energy is -1603.62142 a.u. The calculation puts the highest occupied orbital energy (spin up / spin down) at -15.323 / -14.676 eV.

```
! wB97M-V def2-TZVPD RIJCOSX def2/J DEFGRID3
* xyz 1 6
O 0.94 -1.02 -0.61
C 1.68 0.00 -0.98
O 1.47 1.08 -0.26
O 2.42 -0.02 -1.98
Fe 0.07 0.13 0.66
H -2.14 1.12 1.61
O -1.54 0.37 1.69
H -1.94 -0.26 2.29
*
```

# 8
C5H7P as an isolated structure at a distorted geometry, computed with ωB97M-V/def2-TZVPD.

The calculation puts the energy relative to the best compared isomer or geometry (same formula, charge and spin) at 410.9 kJ/mol. Its gap between HOMO and LUMO is 9.820 eV. Its energy is -535.85802 a.u. The calculation puts the highest occupied orbital energy at -9.027 eV.

```
! wB97M-V def2-TZVPD RIJCOSX def2/J DEFGRID3
* xyz 0 1
C -0.25 -0.71 1.01
C -1.03 0.02 1.71
C 0.84 -1.39 0.21
C 0.72 -0.26 -0.74
C -0.69 0.20 -0.31
P -0.83 2.08 -0.38
H 1.87 -1.74 0.60
H 0.37 -2.32 -0.22
H 1.43 0.49 -0.41
H 1.01 -0.47 -1.76
H -1.50 -0.26 -0.82
H 0.09 2.27 0.68
H -2.03 2.10 0.45
*
```

# 9
C8H18AlBCl3N2O12Pb as an isolated structure at a distorted geometry, computed with ωB97M-V/def2-TZVPD.

Its expectation value of S² is 0.764. Its gap between HOMO and LUMO (spin up / spin down) is 7.385 / 2.545 eV. Its energy is -3167.59719 a.u. The calculation puts the highest occupied orbital energy (spin up / spin down) at -9.031 / -9.031 eV.

```
! wB97M-V def2-TZVPD RIJCOSX def2/J DEFGRID3
* xyz 0 2
Pb 1.28 0.11 2.94
Al 4.22 -1.13 -1.56
Cl 0.08 3.74 3.75
O 0.36 3.35 5.12
O 0.69 2.76 2.85
O -1.35 3.85 3.51
O 0.49 5.13 3.65
Cl 2.16 -3.18 2.38
O 0.74 -3.09 2.39
O 2.65 -2.77 1.03
O 2.80 -2.29 3.39
O 2.68 -4.47 2.54
Cl 5.29 1.51 2.18
O 3.94 1.15 2.66
O 6.25 1.45 3.25
O 5.64 0.67 1.08
O 5.37 2.85 1.66
B 1.96 0.05 0.25
H 2.88 -0.18 0.77
H 2.18 0.36 -0.77
H 1.32 -0.82 0.25
H 1.41 0.78 0.82
C -3.91 1.85 -0.65
C -2.57 2.33 -1.03
C -1.44 1.22 -0.85
C -1.52 0.47 0.44
N -1.51 -0.21 1.40
H -4.29 1.05 -1.28
H -4.64 2.61 -0.92
H -3.97 1.56 0.40
H -2.23 3.16 -0.42
H -2.68 2.53 -2.10
H -0.48 1.73 -0.80
H -1.48 0.58 -1.73
C -2.81 -1.88 -4.21
C -2.21 -3.01 -3.28
C -1.57 -2.54 -1.91
C -0.11 -2.29 -1.97
N 1.04 -2.12 -2.08
H -2.00 -1.38 -4.74
H -3.08 -1.01 -3.62
H -3.48 -2.17 -5.02
H -1.48 -3.54 -3.90
H -3.03 -3.73 -3.26
H -1.60 -3.37 -1.21
H -1.99 -1.70 -1.36
*
```

# 10
One molecule with the formula C5H7N at a distorted geometry, computed with ωB97M-V/def2-TZVPD.

The calculation puts the energy relative to the best compared isomer or geometry (same formula, charge and spin) at 313.4 kJ/mol. Its gap between HOMO and LUMO is 10.088 eV. Its SMILES is C=C=C/N=C/C. Its energy is -249.35386 a.u. The calculation puts the highest occupied orbital energy at -9.083 eV.

```
! wB97M-V def2-TZVPD RIJCOSX def2/J DEFGRID3
* xyz 0 1
C -1.13 1.29 -0.09
C -1.76 0.15 0.01
C -2.25 -1.11 -0.01
C 0.78 0.21 0.17
C 2.27 -0.05 -0.13
N 0.29 1.24 -0.31
H -1.50 2.27 -0.17
H -2.27 -1.79 0.87
H -2.64 -1.42 -0.95
H 0.23 -0.44 0.96
H 2.53 -1.16 -0.27
H 2.90 0.11 0.86
H 2.56 0.70 -0.95
*
```

# 11
C32H43BCl5N6O2V as an isolated structure at a distorted geometry, computed with ωB97M-V/def2-TZVPD.

Its expectation value of S² is 2.013. The calculation puts the energy relative to the best compared isomer or geometry (same formula, charge and spin) at 0.0 kJ/mol. Its gap between HOMO and LUMO (spin up / spin down) is 8.516 / 8.948 eV. Its energy is -4994.19213 a.u. The calculation puts the highest occupied orbital energy (spin up / spin down) at -8.771 / -8.774 eV.

```
! wB97M-V def2-TZVPD RIJCOSX def2/J DEFGRID3
* xyz 0 3
V 0.21 -0.71 -0.03
C -3.20 3.36 1.91
C -3.03 2.34 0.84
C -3.80 2.02 -0.25
C -3.07 1.02 -0.93
N -1.94 0.75 -0.29
N -1.89 1.60 0.78
B -0.55 2.03 1.40
N 0.47 2.28 0.27
N 0.80 1.28 -0.58
C 1.75 1.74 -1.42
C 2.06 3.05 -1.05
C 1.24 3.35 0.02
C 1.14 4.65 0.78
C 2.30 0.97 -2.63
C 1.60 -0.35 -2.90
C 3.80 0.69 -2.41
C 2.12 1.92 -3.84
N -0.04 0.97 2.36
N -0.13 -0.35 2.02
C 0.09 -1.07 3.13
C 0.37 -0.18 4.19
C 0.27 1.09 3.66
C 0.37 2.44 4.28
C -0.10 -2.58 3.19
C -0.64 -3.12 1.85
C -1.14 -2.85 4.32
C 1.18 -3.34 3.56
C -3.49 0.40 -2.27
C -4.41 1.38 -2.99
C -4.22 -0.93 -2.08
C -2.25 0.23 -3.18
H -4.24 3.73 1.83
H -2.51 4.19 1.81
H -3.09 2.87 2.89
H -4.76 2.36 -0.45
H -0.66 3.06 2.02
H 2.80 3.70 -1.51
H 1.83 5.39 0.36
H 1.42 4.51 1.83
H 0.14 5.06 0.74
H 1.72 -1.07 -2.07
H 2.06 -0.79 -3.75
H 0.54 -0.23 -3.10
H 3.94 0.08 -1.52
H 4.38 1.61 -2.29
H 4.25 0.20 -3.28
H 1.09 2.19 -4.05
H 2.54 1.39 -4.69
H 2.70 2.84 -3.68
H 0.59 -0.45 5.21
H 0.68 2.38 5.32
H -0.62 2.89 4.21
H 1.06 3.06 3.76
H -1.63 -2.75 1.61
H -0.61 -4.21 1.85
H 0.07 -2.80 1.06
H -2.01 -2.22 4.22
H -0.71 -2.64 5.31
H -1.36 -3.92 4.34
H 1.92 -3.37 2.73
H 0.95 -4.36 3.83
H 1.72 -2.90 4.36
H -5.35 1.61 -2.48
H -4.69 0.94 -3.98
H -3.92 2.36 -3.20
H -5.09 -0.79 -1.45
H -3.58 -1.67 -1.60
H -4.53 -1.32 -3.05
H -1.80 1.20 -3.43
H -2.52 -0.30 -4.12
H -1.44 -0.33 -2.70
Cl 2.93 0.40 1.72
C 3.28 -0.94 0.72
C 2.20 -1.68 0.19
C 2.62 -2.94 -0.32
Cl 1.43 -4.11 -0.78
C 3.96 -3.32 -0.49
Cl 4.35 -4.86 -1.17
C 4.98 -2.44 -0.11
Cl 6.63 -2.79 -0.45
C 4.63 -1.27 0.57
Cl 5.86 -0.18 1.10
C -1.43 -3.18 -2.86
C -1.48 -2.91 -1.38
O -2.11 -3.66 -0.64
O -0.72 -1.89 -0.96
H -2.24 -3.86 -3.08
H -0.48 -3.65 -3.14
H -1.55 -2.27 -3.47
*
```

# 12
A 2-piece molecular cluster, C11H12FIN3O3P2S overall at a distorted geometry, computed with ωB97M-V/def2-TZVPD.

Its gap between HOMO and LUMO is 7.173 eV. Its energy is -2294.56011 a.u. The calculation puts the highest occupied orbital energy at -11.080 eV.

```
! wB97M-V def2-TZVPD RIJCOSX def2/J DEFGRID3
* xyz 1 1
C 0.77 0.79 -0.15
P -0.30 1.32 -1.53
O -0.31 -0.04 -2.49
C -1.99 1.32 -0.81
N -2.58 0.24 -0.11
C -3.82 0.57 0.23
P -4.96 -0.59 1.17
O -6.31 -0.53 0.25
I -4.01 -2.79 0.72
N -4.09 1.80 -0.19
N -5.32 2.40 0.00
C -5.33 3.62 0.28
S -5.44 5.14 0.40
C -2.95 2.28 -0.85
O -2.87 3.48 -1.42
H 0.30 -0.02 0.42
H 1.75 0.48 -0.51
H 0.87 1.62 0.55
H -1.14 -0.09 -2.98
H -2.14 -0.65 0.08
H -6.28 -1.22 -0.43
H -3.24 3.48 -2.31
F 3.16 -0.72 2.46
C 4.06 -1.31 1.63
C 4.18 -2.68 1.63
C 5.09 -3.27 0.77
C 5.88 -2.49 -0.06
C 5.75 -1.11 -0.03
C 4.83 -0.51 0.81
H 3.56 -3.28 2.28
H 5.19 -4.35 0.75
H 6.60 -2.96 -0.72
H 6.37 -0.49 -0.68
H 4.71 0.57 0.84
*
```